Record 1
# C5H9NO

One molecule with the formula C5H9NO (the ωB97M-V functional and the def2-TZVPD basis, the Open Molecules 2025 dataset).

XYZ file:
```
16
C5H9NO, DFT the ωB97M-V functional and the def2-TZVPD basis
C -1.580 -0.067 1.131
C -1.283 -0.337 -0.338
N -0.632 0.806 -1.015
C 0.589 1.278 -1.025
C 1.622 0.586 -0.132
C 2.040 -0.865 -0.285
O 1.353 -1.809 -0.608
H -0.668 0.191 1.677
H -2.292 0.753 1.263
H -1.998 -0.968 1.592
H -2.213 -0.535 -0.880
H -1.276 1.346 -1.585
H -0.640 -1.206 -0.458
H 1.310 0.693 0.922
H 2.552 1.163 -0.207
H 3.115 -1.029 -0.053
```

Values from the calculation:
- LUMO energy: 0.819 eV
- Kohn-Sham gap: 8.8 eV
- DFT total energy: -325.8157 a.u.
- ΔE to the lowest compared entry with this formula, charge and spin: 76.4 kcal per mole
- F_max: 0.7 eV/A
- 2S+1: 1
- HOMO energy: -7.95 eV

Record 2
# C37H31BrF4MnN4OPSSe

C37H31BrF4MnN4OPSSe as an isolated structure in a non-equilibrium geometry (the ωB97M-V functional and the def2-TZVPD basis, the Open Molecules 2025 dataset).

XYZ file:
```
82
C37H31BrF4MnN4OPSSe, DFT the ωB97M-V functional and the def2-TZVPD basis
Mn 10.068 17.159 12.502
F 13.366 17.414 19.038
C 12.516 17.745 18.025
C 12.137 19.077 17.831
F 12.488 19.946 18.814
C 11.231 19.447 16.834
F 10.642 20.672 16.964
C 10.776 18.445 15.885
P 9.858 18.651 14.352
C 8.123 18.741 14.882
C 7.762 19.875 15.726
C 6.565 19.910 16.423
C 5.643 18.891 16.198
C 5.973 17.819 15.381
C 7.177 17.777 14.668
C 10.644 20.158 13.744
C 9.878 21.336 13.551
C 10.531 22.481 13.071
C 11.920 22.469 12.944
C 12.683 21.305 13.176
C 12.032 20.153 13.634
C 11.180 17.087 16.106
Br 10.386 15.595 15.158
C 11.952 16.766 17.226
F 12.178 15.463 17.550
H 8.523 20.650 15.875
H 6.406 20.819 17.103
H 4.662 18.975 16.638
H 5.243 16.999 15.251
H 7.257 16.966 13.944
H 8.796 21.358 13.710
H 9.953 23.361 12.911
H 12.398 23.417 12.548
H 13.766 21.326 13.070
H 12.652 19.317 13.852
Se 9.829 13.384 11.595
N 11.120 13.309 10.211
C 11.449 14.579 9.934
C 12.346 15.070 8.936
C 12.615 16.469 8.946
C 12.081 17.311 9.913
N 11.356 16.850 10.991
C 10.936 15.553 10.917
N 10.007 15.175 11.750
H 12.738 14.416 8.202
H 13.312 16.906 8.157
H 12.260 18.393 9.916
C 15.332 11.802 14.310
C 15.174 11.907 12.800
C 13.120 10.236 12.910
O 15.698 12.800 12.142
H 15.896 10.860 14.509
H 14.338 11.789 14.848
H 15.966 12.590 14.653
H 13.560 9.675 13.768
H 12.519 9.507 12.346
H 12.424 10.956 13.358
S 7.943 21.018 10.763
C 8.399 19.513 11.144
N 8.757 18.397 11.445
C 14.080 9.109 10.313
C 15.073 10.016 11.133
C 15.824 10.897 10.075
C 14.214 10.945 12.059
C 16.021 9.111 11.905
C 17.396 9.164 11.817
C 18.198 8.409 12.689
C 17.591 7.569 13.603
C 16.197 7.471 13.674
C 15.391 8.208 12.815
H 13.137 9.614 10.219
H 13.825 8.188 10.775
H 14.495 8.811 9.338
H 15.186 11.671 9.632
H 16.035 10.167 9.263
H 16.768 11.283 10.445
H 13.568 11.491 11.381
H 17.792 9.730 10.995
H 19.308 8.360 12.623
H 18.182 6.910 14.212
H 15.813 6.747 14.387
H 14.337 8.164 12.834
```

Values from the calculation:
- LUMO energy (alpha / beta): -5.612 / -5.643 eV
- Kohn-Sham gap (alpha / beta): 4.9 / 4.8 eV
- Net charge: +1
- DFT total energy: -8987.8714 a.u.
- ΔE to the lowest compared entry with this formula, charge and spin: 0.0 kcal per mole
- F_max: 3.8 eV/A
- 2S+1: 4
- HOMO energy (alpha / beta): -10.48 / -10.42 eV

Record 3
# C35H36CoFN6O6Se

C35H36CoFN6O6Se as an isolated structure (the ωB97M-V functional and the def2-TZVPD basis, the Open Molecules 2025 dataset).

XYZ file:
```
86
C35H36CoFN6O6Se, DFT the ωB97M-V functional and the def2-TZVPD basis
Co 0.065 1.115 -1.406
O 1.861 1.162 -1.907
C 2.477 2.262 -2.277
C 3.858 2.396 -2.050
C 4.545 3.504 -2.501
C 3.895 4.522 -3.200
C 2.544 4.402 -3.442
C 1.822 3.289 -2.995
C 0.405 3.245 -3.245
N -0.384 2.339 -2.798
N -1.746 2.542 -2.985
C -2.392 1.819 -2.115
O -1.823 0.955 -1.334
C -3.868 1.931 -2.052
C -4.519 3.056 -2.552
C -5.897 3.158 -2.453
C -6.633 2.139 -1.862
C -5.986 1.012 -1.373
C -4.607 0.911 -1.463
H 4.370 1.602 -1.523
H 5.608 3.581 -2.309
H 4.442 5.388 -3.544
H 2.018 5.178 -3.986
H -0.059 4.071 -3.778
H -3.934 3.839 -3.014
H -6.400 4.037 -2.836
H -7.709 2.225 -1.780
H -6.557 0.212 -0.919
H -4.086 0.043 -1.084
C -4.269 -2.602 -0.234
C -3.439 -3.678 0.455
C -1.937 -3.519 0.244
C -1.401 -2.217 0.823
N 0.060 -2.172 0.791
C 0.809 -1.789 -0.259
Se 0.068 -1.291 -1.912
N 2.098 -1.742 0.131
C 3.270 -1.412 -0.677
C 4.166 -2.630 -0.884
C 3.524 -3.738 -1.716
C 3.295 -3.341 -3.170
C 2.165 -2.009 1.490
C 3.228 -1.973 2.385
C 2.937 -2.235 3.711
C 1.633 -2.531 4.130
C 0.577 -2.566 3.240
C 0.869 -2.285 1.910
H -5.335 -2.820 -0.157
H -4.016 -2.533 -1.294
H -4.107 -1.619 0.211
H -3.734 -4.661 0.082
H -3.657 -3.680 1.528
H -1.701 -3.549 -0.823
H -1.410 -4.352 0.718
H -1.690 -2.125 1.871
H -1.769 -1.340 0.289
H 3.796 -0.615 -0.150
H 2.909 -0.989 -1.605
H 4.472 -3.025 0.089
H 5.077 -2.284 -1.381
H 2.578 -4.042 -1.255
H 4.172 -4.616 -1.677
H 2.565 -2.537 -3.261
H 2.926 -4.185 -3.753
H 4.228 -3.003 -3.628
H 4.235 -1.743 2.065
H 3.732 -2.205 4.443
H 1.449 -2.735 5.176
H -0.428 -2.788 3.573
F -2.155 -0.733 4.084
C -1.416 0.382 4.188
C -0.700 0.824 3.152
N 0.074 1.962 3.230
C 0.969 2.394 2.152
C 0.518 1.996 0.765
O 0.364 2.832 -0.144
O 0.365 0.756 0.502
C 0.157 2.692 4.406
O 0.858 3.671 4.530
N -0.622 2.208 5.440
C -1.416 1.063 5.474
O -2.005 0.718 6.470
H -0.698 0.310 2.203
H 1.960 1.957 2.309
H 1.060 3.474 2.202
H -0.567 2.738 6.298
```

Values from the calculation:
- LUMO energy (alpha / beta): -0.846 / -1.139 eV
- Kohn-Sham gap (alpha / beta): 6.8 / 6.6 eV
- DFT total energy: -6019.4912 a.u.
- ΔE to the lowest compared entry with this formula, charge and spin: 0.0 kcal per mole
- F_max: 0.9 eV/A
- 2S+1: 1
- HOMO energy (alpha / beta): -7.69 / -7.76 eV

Record 4
# C6H11NO

A 2-piece molecular cluster, C6H11NO overall in a non-equilibrium geometry (the ωB97M-V functional and the def2-TZVPD basis, the Open Molecules 2025 dataset).

XYZ file:
```
19
C6H11NO, DFT the ωB97M-V functional and the def2-TZVPD basis
C -1.747 2.236 -0.196
C -0.843 1.304 -0.933
C -0.752 -0.064 -0.295
C -1.725 -1.071 0.024
C -1.083 -1.861 0.960
N 0.172 -1.374 1.299
C 0.332 -0.300 0.489
H -2.794 2.244 -0.649
H -1.819 2.114 0.824
H -1.402 3.320 -0.465
H -1.156 1.432 -2.120
H 0.245 1.739 -1.122
H -2.595 -1.068 -0.423
H -1.457 -2.664 1.571
H 0.774 -1.497 2.122
H 1.297 0.274 0.545
O 4.243 0.173 -0.883
H 4.285 -0.253 -1.724
H 4.381 1.118 -0.889
```

Values from the calculation:
- LUMO energy: 0.837 eV
- Kohn-Sham gap: 8.8 eV
- DFT total energy: -365.1472 a.u.
- ΔE to the lowest compared entry with this formula, charge and spin: 52.9 kcal per mole
- F_max: 6.4 eV/A
- SMILES: CCc1cc[nH]c1.O
- 2S+1: 1
- HOMO energy: -8.00 eV

Record 5
# C4H8O3

One molecule with the formula C4H8O3 (the ωB97M-V functional and the def2-TZVPD basis, the Open Molecules 2025 dataset).

XYZ file:
```
15
C4H8O3, DFT the ωB97M-V functional and the def2-TZVPD basis
C 2.361 0.062 0.509
O 1.135 -0.315 1.122
C 0.242 -0.690 0.183
O 0.480 -1.459 -0.717
C -1.077 0.026 0.366
C -1.452 0.788 -0.903
O -2.051 -0.927 0.732
H 3.019 -0.788 0.338
H 2.806 0.811 1.162
H 2.097 0.507 -0.456
H -0.957 0.718 1.202
H -0.737 1.588 -1.134
H -2.438 1.237 -0.760
H -1.488 0.108 -1.761
H -1.940 -1.666 0.118
```

Values from the calculation:
- LUMO energy: 0.844 eV
- Kohn-Sham gap: 11.2 eV
- DFT total energy: -382.9159 a.u.
- ΔE to the lowest compared entry with this formula, charge and spin: 30.7 kcal per mole
- F_max: 0.6 eV/A
- SMILES: COC(=O)[C@@H](C)O
- 2S+1: 1
- HOMO energy: -10.36 eV